Entry 1:
This record from the OMol25 dataset describes a structure of composition C39H27Cl4NO4PRuS. The level of theory is wB97M-V/def2-TZVPD.

Values from the calculation:
lowest unoccupied orbital energy (spin up / spin down)	-1.88 / -1.22	eV
energy	-123357.279	eV
highest occupied orbital energy (spin up / spin down)	-8.0 / -8.0	eV
charge	0
orbital gap (spin up / spin down)	6.12 / 6.78	eV
spin multiplicity	2
largest force on an atom	3.282	eV/A

Last column: Mulliken charge in e.
CARTESIAN COORDINATES (ANGSTROEM)
Ru 0.94 0.20 -0.28  0.546
Cl 2.91 1.99 -0.27  -0.188
C 2.02 3.45 -0.40  0.826
C 2.48 4.59 0.24  -0.803
C 1.70 5.73 0.24  -0.451
C 0.48 5.75 -0.41  -0.763
C 0.05 4.63 -1.10  0.168
Cl -1.45 4.66 -1.93  -0.128
C 0.81 3.45 -1.12  -0.145
S 0.26 2.06 -2.00  -0.187
H 3.41 4.55 0.78  0.445
H 2.02 6.61 0.76  0.370
H -0.16 6.62 -0.37  0.469
O 0.69 3.53 2.38  -0.693
C -0.06 2.74 1.83  -0.419
O 0.18 1.49 1.62  -0.757
C -1.40 3.17 1.33  0.064
C -1.90 4.44 1.58  -0.769
C -3.12 4.81 1.06  -0.662
C -3.84 3.92 0.27  -0.855
C -3.36 2.65 0.03  -0.583
C -2.13 2.25 0.56  0.915
P -1.47 0.56 0.47  3.498
C -1.98 -0.11 2.08  -0.028
C -1.15 -0.99 2.75  -0.427
C -1.51 -1.47 4.00  -0.628
C -2.71 -1.08 4.56  -0.596
C -3.56 -0.22 3.88  -0.817
C -3.20 0.27 2.64  -0.190
C -2.70 -0.22 -0.67  0.774
C -2.77 0.24 -1.98  -0.389
C -3.68 -0.31 -2.87  -0.845
C -4.53 -1.32 -2.44  -0.733
C -4.43 -1.81 -1.15  -0.640
C -3.51 -1.28 -0.27  -1.084
H -1.32 5.10 2.21  0.575
H -3.50 5.80 1.24  0.421
H -4.79 4.22 -0.15  0.434
H -3.94 1.96 -0.57  0.407
H -0.22 -1.28 2.29  0.288
H -0.85 -2.14 4.53  0.448
H -3.00 -1.45 5.53  0.388
H -4.50 0.09 4.32  0.428
H -3.86 0.93 2.09  0.459
H -2.13 1.05 -2.29  0.489
H -3.73 0.06 -3.88  0.454
H -5.26 -1.73 -3.12  0.373
H -5.07 -2.62 -0.82  0.416
H -3.43 -1.67 0.74  0.439
Cl 2.62 -1.01 -2.11  0.029
C 1.46 -2.30 -2.14  0.356
C 0.14 -1.93 -2.38  -0.812
C -0.86 -2.88 -2.35  -0.293
C -0.54 -4.19 -2.03  -1.051
C 0.77 -4.54 -1.79  0.797
Cl 1.13 -6.17 -1.33  -0.273
C 1.83 -3.61 -1.85  -0.374
N 3.12 -4.04 -1.68  0.041
C 4.23 -3.30 -1.19  -0.506
C 5.32 -3.11 -2.03  -0.586
C 6.45 -2.45 -1.59  -0.596
C 6.49 -1.98 -0.28  -0.632
C 5.42 -2.18 0.56  -0.802
C 4.28 -2.86 0.13  1.100
C 3.14 -3.05 1.08  -1.042
C 2.19 -1.86 0.90  1.097
O 2.65 -0.71 1.08  -0.684
O 1.02 -2.08 0.54  -0.582
H -0.08 -0.89 -2.64  0.695
H -1.88 -2.60 -2.55  0.498
H -1.31 -4.95 -1.96  0.444
H 3.22 -5.04 -1.63  0.259
H 5.28 -3.48 -3.05  0.482
H 7.29 -2.32 -2.25  0.403
H 7.37 -1.47 0.08  0.404
H 5.46 -1.82 1.58  0.428
H 3.51 -3.05 2.10  0.570
H 2.57 -3.96 0.88  0.316

***

Entry 2:
This record from the OMol25 dataset describes the molecule C20H26BrN4O2PS. The level of theory is wB97M-V/def2-TZVPD.

Values from the calculation:
lowest unoccupied orbital energy	-1.23	eV
energy	-121371.596	eV
highest occupied orbital energy	-6.9	eV
charge	0
SMILES	C=CCc1c(N=C(C)C)cc(CCCCNC(C)=O)c2nc(P(O)Br)c(S)nc12
orbital gap	5.67	eV
largest force on an atom	6.437	eV/A

Last column: Mulliken charge in e.
CARTESIAN COORDINATES (ANGSTROEM)
C 0.68 4.77 -1.66  -0.694
C -0.27 5.17 -0.63  -0.245
C -1.02 4.20 0.41  -0.863
C -0.99 2.65 0.00  1.040
C 0.29 1.83 0.27  -0.350
N 1.50 2.48 0.87  -0.476
C 1.53 2.00 2.12  0.546
C 0.20 1.87 3.05  -0.818
C 2.95 1.59 2.77  -1.133
C 0.37 0.29 -0.07  -0.449
C -0.88 -0.36 -0.69  0.848
C -0.90 -1.91 -1.08  -0.440
C 0.25 -2.79 -0.39  -0.716
C 1.72 -2.60 -1.04  -0.427
C 2.48 -4.00 -1.34  -0.596
N 3.77 -4.00 -0.58  -0.370
C 3.60 -4.46 0.81  0.454
C 4.84 -4.28 1.83  -0.814
O 2.57 -5.03 1.28  -0.555
C -2.19 0.49 -0.99  -0.389
N -3.30 -0.23 -1.55  -0.286
C -4.46 0.59 -1.76  -0.041
P -6.02 -0.27 -2.45  0.375
O -6.69 -1.19 -1.17  -0.531
Br -5.30 -1.84 -3.96  -0.253
C -4.45 2.11 -1.45  0.137
S -6.03 3.05 -1.83  -0.222
N -3.39 2.89 -0.89  -0.473
C -2.28 2.00 -0.66  0.499
H 0.34 4.60 -2.74  0.242
H 1.78 4.68 -1.34  0.248
H -0.51 6.30 -0.54  0.314
H -0.53 4.40 1.45  0.136
H -2.10 4.58 0.52  0.411
H -0.34 2.88 2.97  0.235
H -0.47 0.99 2.76  0.232
H 0.60 1.66 4.11  0.346
H 3.76 1.91 2.01  0.313
H 3.07 2.14 3.78  0.363
H 2.95 0.45 2.93  0.257
H 1.34 -0.24 0.19  -0.058
H -0.93 -2.02 -2.23  0.295
H -1.91 -2.35 -0.71  0.333
H 0.26 -2.70 0.76  0.267
H -0.03 -3.90 -0.58  0.438
H 1.72 -1.93 -1.98  0.396
H 2.37 -2.06 -0.24  0.212
H 2.74 -3.98 -2.47  0.360
H 1.80 -4.90 -1.13  0.298
H 4.46 -4.59 -1.06  0.337
H 5.83 -4.27 1.24  0.296
H 4.67 -3.29 2.38  0.168
H 4.82 -5.14 2.60  0.283
H -7.64 -1.36 -1.34  0.349
H -6.64 3.14 -0.57  0.173

***

Entry 3:
This record from the OMol25 dataset describes a cluster of 2 separate species, C3H6FO4S2 in total. The level of theory is wB97M-V/def2-TZVPD.

Values from the calculation:
lowest unoccupied orbital energy (spin up / spin down)	3.51 / 3.51	eV
energy	-35784.572	eV
highest occupied orbital energy (spin up / spin down)	-4.2 / -4.2	eV
charge	-1
orbital gap (spin up / spin down)	7.73 / 7.73	eV
largest force on an atom	5.347	eV/A

Last column: Mulliken charge in e.
CARTESIAN COORDINATES (ANGSTROEM)
C -1.20 2.02 1.31  -0.998
C 2.18 -2.01 -0.98  -0.958
C -1.32 0.77 0.55  0.536
O 0.92 -0.01 -1.44  -0.672
O -2.07 1.74 -1.76  -0.659
O 0.91 -0.25 0.92  -0.713
O -0.32 -1.92 -0.22  -0.624
F -1.69 -0.25 1.39  -0.232
S -1.76 0.41 -1.06  0.401
S 0.71 -0.95 -0.36  1.351
H -1.59 2.81 0.67  0.311
H -1.97 1.88 2.20  0.230
H -0.20 2.11 1.63  0.248
H 2.91 -1.63 -0.18  0.215
H 1.93 -3.03 -0.73  0.275
H 2.57 -1.69 -1.94  0.289

***

Entry 4:
This record from the OMol25 dataset describes a cluster of 2 separate species, C6H13NO in total. The level of theory is wB97M-V/def2-TZVPD.

Values from the calculation:
lowest unoccupied orbital energy	0.80	eV
energy	-9968.987	eV
highest occupied orbital energy	-8.1	eV
charge	0
SMILES	C=C/C(N)=C/CC.O
orbital gap	8.86	eV
largest force on an atom	1.748	eV/A

Last column: Mulliken charge in e.
CARTESIAN COORDINATES (ANGSTROEM)
C -1.35 0.55 -2.34  -0.832
C -1.07 1.10 -1.16  -0.303
C -0.85 0.50 0.17  0.875
N -1.12 1.34 1.23  -0.525
C -0.32 -0.72 0.23  -0.511
C -0.02 -1.50 1.48  -0.330
C 1.41 -2.12 1.48  -1.061
H -1.41 1.19 -3.21  0.274
H -1.17 -0.49 -2.58  0.250
H -1.02 2.19 -1.13  0.169
H -0.77 1.18 2.15  0.179
H -1.19 2.33 1.03  0.203
H -0.40 -1.38 -0.63  0.212
H -0.06 -0.93 2.41  0.245
H -0.68 -2.37 1.58  0.260
H 2.10 -1.51 0.89  0.243
H 1.75 -2.15 2.51  0.331
H 1.53 -3.14 1.12  0.303
O 2.35 0.90 -1.18  -0.663
H 1.50 1.06 -0.78  0.373
H 2.33 -0.05 -1.33  0.310

***

Q: Which of these has the lowest charge?
A: C3H6FO4S2